Here is a molecular structure, H22O35S6Zn3 from the Open Molecules 2025 dataset. Energies are from the ωB97M-V functional and the def2-TZVPD basis.

Positions of all 66 atoms, in Å:
Zn 2.09466 -0.84482 -2.84862
Zn 1.53054 2.62328 0.37012
Zn -2.75180 0.59865 0.64397
S 2.86567 2.36401 -2.57758
O 2.34065 1.08695 -3.12731
O 2.94777 3.32258 -3.66990
O 2.08148 2.88369 -1.44576
O 4.18304 2.16174 -1.95093
S 0.32394 -0.43045 0.01292
O 0.81112 0.85597 0.56162
O -1.14836 -0.47474 0.06762
O 0.81712 -0.52009 -1.37649
O 0.95103 -1.53077 0.79711
S 0.70889 -3.01049 -3.57790
O 1.87921 -2.85173 -2.67571
O -0.47740 -3.47925 -2.89853
O 0.44326 -1.59009 -3.93564
O 1.09975 -3.81913 -4.74912
S 0.55032 3.76312 3.49086
O 1.49528 4.86364 3.75667
O 0.41166 2.88414 4.66358
O -0.75767 4.26739 3.09812
O 1.11246 2.91758 2.38350
S -1.57840 3.42433 -0.60953
O -1.48580 3.90944 -1.99864
O -2.36950 4.35234 0.19021
O -2.29285 2.11344 -0.60346
O -0.20941 3.27034 -0.08355
S -4.31258 -1.71554 2.58454
O -3.36386 -0.85755 1.79078
O -5.10997 -2.55705 1.69219
O -3.50487 -2.51140 3.50533
O -5.23384 -0.79203 3.30210
O -1.05995 1.54467 -3.25744
H -1.35699 2.44156 -3.02292
H -0.86629 1.12825 -2.41090
O 3.49664 -2.10291 1.01605
H 3.82325 -1.47006 1.66086
H 2.51058 -1.95217 1.00688
O -2.02267 -3.08606 -0.35457
H -2.63111 -3.07184 0.39443
H -1.58041 -2.21996 -0.31730
O -1.76820 1.69646 2.01682
H -0.80864 1.78630 1.90172
H -1.98533 2.31751 2.72272
O -2.57784 -1.20172 -2.97244
H -1.67001 -1.51434 -2.83083
H -2.48587 -0.47646 -3.59942
O 3.67074 -1.05964 -1.52540
H 3.70394 -1.33325 -0.59201
H 4.58784 -0.97163 -1.79517
O -0.06823 -2.83532 2.75670
H 0.35634 -2.41317 1.98622
H -0.75358 -2.21918 3.03878
O 0.83835 0.24617 3.94427
H 0.87842 0.94530 3.27475
H 1.33996 -0.48336 3.56693
O -3.84713 -0.15996 -0.91844
H -4.80074 -0.13935 -0.80257
H -3.69324 -0.89337 -1.55274
O 0.77594 -4.19870 -0.14296
H 1.32458 -4.70952 0.45970
H 0.99894 -3.27179 0.06034
O 3.49333 1.69864 0.59946
H 3.90790 1.80215 -0.28935
H 4.21790 1.49923 1.19529

Atoms 1-6, force components in eV/Å:
-1.5 0.2 0.4
-0.6 0.3 1.2
0.6 0.1 0.2
0.5 0.6 0.0
0.1 -0.3 -0.2
0.0 0.2 -0.2

2S+1: 1
HOMO-LUMO gap in eV: 4.242
ΔE to the lowest compared entry with this formula, charge and spin in eV: 0.000
Highest occupied orbital energy in eV: 5.9727
E in Ha: -10373.5055
Net charge: -6